{
  "formula": "C33H45BFN12O3STi",
  "method": "the ωB97M-V functional and the def2-TZVPD basis",
  "species": ["Ti", "C", "C", "C", "C", "C", "N", "N", "B", "N", "N", "C", "C", "C", "C", "C", "N", "N", "C", "C", "C", "C", "C", "H", "H", "H", "H", "H", "H", "H", "H", "H", "H", "H", "H", "H", "H", "H", "H", "H", "H", "H", "H", "H", "H", "N", "N", "C", "N", "S", "H", "H", "H", "H", "H", "F", "C", "C", "C", "C", "O", "C", "C", "N", "C", "C", "C", "C", "C", "C", "N", "C", "C", "N", "C", "C", "C", "O", "O", "H", "H", "H", "H", "H", "H", "H", "H", "H", "H", "H", "H", "H", "H", "H", "H", "H", "H"],
  "xyz": [[-0.19741, -0.39681, 0.14980], [-3.28072, -0.45622, 2.41981], [-1.90328, -0.41746, 2.99066], [-1.54620, -0.65069, 4.31943], [-0.18478, -0.43301, 4.38706], [0.72510, -0.50118, 5.56700], [0.23530, -0.09527, 3.15545], [-0.81827, -0.08988, 2.28491], [1.54091, 0.64056, 2.78213], [2.41552, -0.18768, 1.81321], [2.04294, -0.17802, 0.50356], [3.12846, -0.50722, -0.20626], [3.17140, -0.50082, -1.69787], [4.19959, -0.74396, 0.65931], [3.70712, -0.52221, 1.93175], [4.41187, -0.56031, 3.24622], [1.19674, 1.93884, 2.05786], [0.19565, 2.01440, 1.12045], [-0.03493, 3.30720, 0.93972], [-1.15576, 3.86608, 0.13409], [0.84494, 4.07878, 1.71676], [1.60360, 3.17666, 2.41895], [2.68712, 3.43250, 3.41321], [-4.00677, -0.54346, 3.22650], [-3.49308, 0.45680, 1.86319], [-3.39811, -1.31331, 1.75534], [-2.20469, -0.90555, 5.13219], [0.18672, -0.91932, 6.41549], [1.59237, -1.13016, 5.36578], [1.09298, 0.48561, 5.84704], [2.15721, 0.85988, 3.78082], [2.26792, -0.06112, -2.10970], [4.02953, 0.08956, -2.02149], [3.30515, -1.50874, -2.10304], [5.20950, -1.00046, 0.38759], [5.39118, -1.01926, 3.12283], [4.55272, 0.44382, 3.64760], [3.85130, -1.13082, 3.98620], [-1.97878, 3.16562, 0.04850], [-1.51243, 4.77069, 0.62657], [-0.84661, 4.12100, -0.88051], [0.89111, 5.15362, 1.76305], [2.92607, 4.49439, 3.41535], [2.38978, 3.14925, 4.42344], [3.59538, 2.88110, 3.16761], [-1.16064, -2.01540, 0.76858], [-1.99971, 0.12913, -0.51266], [-2.81606, 0.95056, -1.27735], [-4.14648, 0.61327, -1.10769], [-2.42560, 2.19931, -2.24701], [-1.17778, -2.76136, 0.08244], [-0.86417, -2.39928, 1.65833], [-2.58791, -0.53196, -0.02659], [-4.42283, -0.25164, -0.68085], [-4.79531, 1.06332, -1.73076], [3.03523, -6.07082, 0.21849], [2.64975, -5.43913, -0.91357], [1.96107, -4.27331, -0.85012], [1.50630, -3.66659, -2.03068], [0.82339, -2.38998, -1.95244], [0.63003, -1.82676, -0.83988], [0.40866, -1.78585, -3.15323], [0.63733, -2.44109, -4.31636], [1.27598, -3.63854, -4.42816], [1.39546, -4.13904, -5.79612], [2.63973, -4.69502, -6.40805], [1.41387, -5.56933, -6.22190], [1.75397, -4.25919, -3.28204], [2.52412, -5.44283, -3.30815], [2.96923, -6.03841, -2.14886], [3.72067, -7.22591, -2.18839], [4.79395, -7.51423, -1.26933], [6.02793, -7.94914, -2.04459], [5.66055, -9.12801, -2.91631], [4.52846, -8.79635, -3.85871], [3.34946, -8.34392, -3.01431], [-0.20678, -0.37436, -3.10583], [-0.95182, -0.10711, -4.03458], [0.20707, 0.30617, -2.12056], [1.74161, -3.80742, 0.10244], [0.28676, -1.99293, -5.23724], [0.82006, -3.49634, -6.44374], [3.49668, -4.85435, -5.77095], [2.89136, -4.36045, -7.40378], [1.41906, -6.35319, -5.48102], [0.82364, -5.80747, -7.09516], [2.81948, -5.88884, -4.24054], [4.50996, -8.30579, -0.56003], [5.05139, -6.63792, -0.68123], [6.84238, -8.26638, -1.39566], [6.37113, -7.16561, -2.71817], [5.36282, -9.89758, -2.30947], [6.47482, -9.46140, -3.43339], [4.32113, -9.68378, -4.45364], [4.89044, -7.99249, -4.49825], [3.02269, -9.18816, -2.38452], [2.51294, -8.09126, -3.66185]],
  "charge": 1,
  "molar_mass_g_mol": 767.5,
  "e_homo_ev": -8.375,
  "spin_multiplicity": 1
}

---

{
  "formula": "C3H6N2O2",
  "method": "the ωB97M-V functional and the def2-TZVPD basis",
  "species": ["N", "C", "O", "C", "O", "C", "N", "H", "H", "H", "H", "H", "H"],
  "xyz": [[1.34418, 0.11894, 1.21704], [0.00780, 0.38547, 1.31744], [-0.61721, 0.27613, 2.35669], [-0.68182, 1.09453, 0.12711], [-1.16122, 0.38558, -1.02725], [-0.58513, -0.70050, -1.52803], [0.51380, -1.19321, -1.13864], [1.70729, -0.37916, 2.01974], [1.64103, -0.24160, 0.31580], [-0.05231, 1.92446, -0.20641], [-1.60031, 1.48900, 0.55497], [-1.22084, -1.10143, -2.32312], [0.70555, -2.05625, -1.63578]],
  "molar_mass_g_mol": 102.1,
  "e_homo_ev": -9.743,
  "spin_multiplicity": 1
}

---

{
  "formula": "C4H9NO",
  "method": "the ωB97M-V functional and the def2-TZVPD basis",
  "species": ["C", "C", "N", "C", "C", "O", "H", "H", "H", "H", "H", "H", "H", "H", "H"],
  "xyz": [[2.02757, -0.07469, 0.13554], [0.61559, 0.29344, -0.30665], [-0.40894, 0.23868, 0.74341], [-1.35358, -1.21210, -0.18647], [-1.33737, 1.29526, 0.65263], [-1.55232, 1.96875, -0.33197], [2.62009, -0.32107, -0.75617], [2.01496, -0.95647, 0.78543], [2.53742, 0.73487, 0.66362], [0.31069, -0.48022, -1.02194], [0.57352, 1.21745, -0.89269], [-0.46053, -1.72163, 0.09905], [-1.50941, -0.48798, -0.96413], [-2.18731, -1.94577, -0.21467], [-1.89039, 1.45149, 1.59501]],
  "molar_mass_g_mol": 87.1,
  "e_homo_ev": -9.777,
  "spin_multiplicity": 1
}

---

{
  "formula": "C23H44BN2O14",
  "method": "the ωB97M-V functional and the def2-TZVPD basis",
  "species": ["C", "C", "O", "C", "C", "C", "N", "B", "C", "O", "N", "C", "H", "H", "H", "H", "H", "H", "H", "H", "H", "H", "H", "H", "C", "C", "O", "C", "O", "O", "C", "H", "H", "H", "H", "H", "H", "H", "H", "C", "C", "O", "C", "O", "O", "C", "H", "H", "H", "H", "H", "H", "H", "H", "C", "C", "O", "C", "O", "O", "C", "H", "H", "H", "H", "H", "H", "H", "H", "C", "C", "O", "C", "O", "O", "C", "H", "H", "H", "H", "H", "H", "H", "H"],
  "xyz": [[6.89110, 1.66924, -0.93953], [5.47525, 1.13806, -0.99623], [4.56089, 2.24851, -0.91212], [3.29892, 2.01300, -0.68822], [2.66231, 0.78572, -0.71019], [1.31043, 0.80127, -0.43711], [0.66182, 1.91918, -0.14939], [-0.84536, 1.88764, 0.20286], [-1.91697, 2.05412, -0.88961], [-1.16211, 1.64461, 1.48148], [1.24085, 3.12968, -0.13499], [2.51125, 3.15679, -0.40758], [6.95651, 2.49182, -0.23208], [7.54238, 0.86951, -0.59712], [7.23359, 2.00008, -1.91502], [5.29769, 0.44124, -0.17674], [5.30814, 0.60909, -1.93538], [3.17500, -0.14038, -0.91172], [0.74181, -0.12044, -0.44268], [-2.42066, 1.09629, -1.03781], [-1.55261, 2.38669, -1.85774], [-2.69355, 2.74784, -0.56732], [-0.43506, 1.34010, 2.04068], [2.99050, 4.12560, -0.40084], [-0.01030, 4.76399, 2.79914], [1.21642, 3.91371, 3.05479], [2.19932, 4.62034, 3.81625], [1.96539, 4.66416, 5.13488], [1.05029, 4.12468, 5.69861], [2.92112, 5.38931, 5.69808], [2.78143, 5.56725, 7.11512], [0.27679, 5.71022, 2.33981], [-0.70616, 4.25010, 2.13684], [-0.52775, 4.98276, 3.73149], [1.70868, 3.66743, 2.11862], [0.95755, 2.98046, 3.56081], [2.66946, 4.60852, 7.61506], [1.92385, 6.20090, 7.33083], [3.69271, 6.05453, 7.44546], [0.94620, -3.28720, -4.90768], [0.63818, -1.81825, -4.72324], [-0.73562, -1.60614, -4.34987], [-1.03217, -1.81740, -3.07482], [-0.25438, -2.10186, -2.19488], [-2.34082, -1.62702, -2.91945], [-2.84385, -1.92897, -1.61414], [0.25158, -3.73324, -5.61926], [1.96010, -3.41248, -5.28621], [0.86064, -3.82748, -3.96568], [0.75652, -1.27797, -5.65968], [1.29193, -1.36076, -3.98048], [-2.24948, -1.42795, -0.85213], [-2.84896, -3.00187, -1.43369], [-3.86481, -1.56084, -1.58288], [3.73599, -0.26941, 5.65918], [2.25536, -0.07098, 5.42606], [1.85655, -0.51950, 4.11246], [1.69611, -1.83942, 3.98809], [1.82687, -2.66177, 4.84944], [1.33805, -2.08378, 2.72206], [1.14726, -3.47208, 2.41162], [4.31505, 0.21169, 4.86945], [4.02415, 0.16477, 6.61570], [3.99147, -1.32792, 5.67202], [1.99672, 0.98608, 5.44938], [1.65814, -0.58251, 6.17870], [0.46015, -3.93373, 3.11569], [2.10071, -3.99626, 2.42722], [0.72590, -3.50298, 1.41091], [-8.99149, -3.05265, -3.85042], [-8.59001, -4.13946, -4.82287], [-7.41455, -3.77856, -5.56930], [-6.26067, -3.93504, -4.93117], [-6.11202, -4.36303, -3.81466], [-5.27919, -3.53486, -5.74085], [-3.97533, -3.63448, -5.16658], [-9.10886, -2.10171, -4.37099], [-9.93689, -3.30860, -3.37297], [-8.23724, -2.92600, -3.07476], [-9.36139, -4.28658, -5.57538], [-8.42274, -5.08907, -4.31669], [-3.79040, -4.64158, -4.79765], [-3.86184, -2.91455, -4.36057], [-3.27186, -3.40021, -5.96039]],
  "charge": 1,
  "molar_mass_g_mol": 583.4,
  "e_homo_ev": -12.220,
  "spin_multiplicity": 1
}

---

E_LUMO in Ha, matching the order above: -0.129; 0.029; -0.009; -0.145
E_tot in eV, matching the order above: -96316.7822; -10283.1746; -7827.8139; -56882.4007
Maximum force in eV Å⁻¹, matching the order above: 2.95; 0.34; 1.88; 0.69